# C23H39Cl2F3N2O14P2

A cluster of 5 separate species, C23H39Cl2F3N2O14P2 in total at a distorted geometry (ωB97M-V with the def2-TZVPD basis set, OMol25).

Geometry (Å):
H: -4.39290 2.80227 0.14296
N: -3.97605 2.60373 1.08974
C: -3.33605 1.36353 0.96769
C: -2.63077 0.78743 2.33105
C: -3.40787 0.62756 -0.49280
P: -1.78265 0.83541 -1.54677
O: -2.20274 2.51137 -1.95884
C: -0.23935 1.46575 -0.64773
Cl: 0.25304 3.07042 -1.52315
C: 1.08863 0.52128 -0.68854
C: 2.33659 1.46159 -0.08553
Cl: 1.65687 0.05219 -2.41531
P: -1.39098 -1.26660 -1.17736
N: -1.53035 -1.70482 0.56493
O: -2.65233 -2.26103 -1.93969
C: -1.96158 0.44879 -3.41679
F: -1.70150 1.74615 -4.13019
F: -3.36676 0.05657 -3.73667
F: -1.09856 -0.64618 -3.91352
H: -1.46077 0.92337 2.18563
H: -2.95602 1.32139 3.32393
H: -2.80097 -0.37089 2.48120
H: -3.70006 -0.49263 -0.32167
H: -4.26112 1.08583 -1.18756
H: -2.56014 2.98895 -1.15499
H: -0.45821 1.80722 0.46671
H: 1.05958 -0.41152 0.05422
H: 3.06457 1.82580 -0.94648
H: 3.00682 0.75147 0.60153
H: 1.96224 2.31926 0.61606
H: -0.70503 -2.28022 0.87547
H: -2.42925 -2.24674 0.70741
H: -3.32357 -2.55371 -1.25633
C: 7.04148 -2.03879 -4.37474
C: 6.67501 -1.17948 -3.17785
C: 5.55889 -1.72456 -2.33763
O: 5.03814 -0.55379 -1.73133
C: 5.29571 0.47360 -2.59705
O: 4.82935 1.59399 -2.49889
O: 6.14390 0.07081 -3.59110
H: 7.15042 -1.43880 -5.28387
H: 7.98745 -2.55927 -4.19096
H: 6.29017 -2.81074 -4.57165
H: 7.56949 -0.97256 -2.57704
H: 5.90835 -2.43075 -1.57973
H: 4.75771 -2.19237 -2.92096
C: -1.60664 -4.54432 5.54966
C: -2.80056 -4.37438 4.62720
C: -2.94065 -5.44411 3.58563
O: -3.66956 -4.78003 2.56722
C: -3.35566 -3.45284 2.67397
O: -3.64613 -2.60508 1.84977
O: -2.66664 -3.20753 3.82934
H: -1.05761 -3.60571 5.67595
H: -1.93705 -4.88478 6.53680
H: -0.90286 -5.29570 5.17648
H: -3.71816 -4.26305 5.21838
H: -3.48997 -6.31665 3.94916
H: -1.98487 -5.77324 3.16233
C: -0.16934 3.51682 -6.14957
C: -0.34702 4.90885 -6.72916
C: -1.77286 5.35924 -6.84298
O: -1.70529 6.31339 -7.88917
C: -0.65566 5.93907 -8.68259
O: -0.41317 6.41289 -9.77761
O: 0.08181 4.95667 -8.08189
H: 0.54042 2.92365 -6.73504
H: 0.20177 3.58010 -5.12107
H: -1.11410 2.96455 -6.11024
H: 0.26091 5.62915 -6.16749
H: -2.14422 5.81860 -5.92302
H: -2.46177 4.56411 -7.14986
C: 1.68439 0.68869 7.75856
C: 0.77688 -0.21715 6.94547
C: -0.34510 -0.83663 7.72407
O: -0.62333 -2.00653 6.97347
C: 0.54842 -2.35682 6.36056
O: 0.73918 -3.41283 5.78537
O: 1.47881 -1.36258 6.48572
H: 2.74134 0.48332 7.56096
H: 1.48688 1.73822 7.51565
H: 1.51783 0.57770 8.83517
H: 0.40832 0.31760 6.06112
H: -1.22653 -0.19212 7.77801
H: -0.06104 -1.14080 8.73788

SMILES   [H]/N=C(/C)CP(O)([C@H](Cl)[C@H](C)Cl)(P(N)O)C(F)(F)F.C[C@@H]1COC(=O)O1.C[C@@H]1COC(=O)O1.C[C@@H]1COC(=O)O1.C[C@@H]1COC(=O)O1
ΔE to the lowest compared entry with this formula, charge and spin   161.5 kcal/mol
Total charge   0
Frontier orbital gap   7.35 eV